# 1
Formula: H66O33
Source: the Open Molecules 2025 dataset
Level of theory: wB97M-V/def2-TZVPD

Structure (XYZ):
```
99
Properties=species:S:1:pos:R:3:lowdin_charge:R:1
O 6.8925 15.1045 -26.5116 -0.02
H 7.7847 15.0864 -26.1652 0.02
H 6.5799 15.9894 -26.3232 0.03
O 12.5543 14.2602 -29.7383 -0.05
H 12.8695 15.1059 -30.0572 -0.02
H 13.2675 13.9285 -29.1928 0.04
O 2.9514 15.5875 -31.7084 -0.07
H 3.6125 15.8343 -31.0616 -0.03
H 3.0807 14.6479 -31.8373 -0.03
O 7.3749 12.7332 -27.9636 -0.04
H 7.2882 13.5861 -27.5377 0.01
H 8.2400 12.7560 -28.3727 0.00
O 10.3498 12.9202 -32.0708 -0.03
H 10.2559 13.8711 -32.0148 0.02
H 11.2823 12.7621 -31.9234 0.06
O 13.9004 16.2978 -31.0167 -0.05
H 14.8267 16.4383 -31.2126 0.05
H 13.5153 17.1739 -31.0362 -0.02
O 4.8904 10.8827 -28.2026 -0.04
H 5.3079 11.5970 -27.7212 -0.02
H 5.0412 10.1080 -27.6610 0.05
O 12.3486 18.9280 -28.0611 -0.03
H 11.6637 19.5887 -27.9581 0.01
H 12.3562 18.4582 -27.2271 0.07
O 7.5748 13.7376 -31.1746 -0.02
H 8.4534 13.3769 -31.0549 0.00
H 6.9880 12.9995 -31.0103 0.02
O 4.7326 16.2337 -29.5542 -0.04
H 4.9635 16.9891 -29.0136 0.05
H 4.4290 15.5752 -28.9294 0.01
O 10.2490 16.3564 -31.3512 -0.03
H 10.6143 16.1327 -32.2072 -0.01
H 10.7254 17.1428 -31.0850 0.01
O 7.0560 17.6083 -27.8248 -0.06
H 7.3995 18.3837 -28.2685 0.00
H 7.5668 16.8816 -28.1816 0.01
O 8.2830 17.6273 -24.6909 -0.02
H 7.5275 17.7540 -25.2649 0.00
H 8.3851 18.4656 -24.2402 0.07
O 6.0969 16.3382 -31.9235 -0.05
H 5.5982 16.4215 -31.1107 0.00
H 6.7903 15.7116 -31.7164 0.02
O 3.3403 14.4156 -28.0146 -0.04
H 3.9849 13.7694 -27.7264 0.00
H 2.5399 14.1824 -27.5443 0.06
O 8.6648 11.0905 -30.7509 -0.03
H 9.2796 10.5717 -30.2322 0.06
H 9.1975 11.4607 -31.4548 0.01
O 9.3847 15.3806 -25.4358 -0.05
H 10.2981 15.3505 -25.1511 0.07
H 9.0903 16.2617 -25.2050 -0.02
O 5.5193 18.0649 -25.6191 -0.04
H 4.8666 18.7209 -25.8642 0.05
H 5.7867 17.6706 -26.4493 -0.02
O 7.4901 19.9592 -28.9331 -0.02
H 6.5692 20.2199 -28.9509 0.08
H 7.7338 19.8756 -29.8549 0.05
O 11.3267 18.4711 -34.1767 -0.04
H 11.1373 17.5947 -33.8416 -0.01
H 12.0483 18.3419 -34.7921 0.04
O 5.8353 11.4215 -30.9519 -0.04
H 6.6092 10.9436 -31.2504 0.03
H 5.8299 11.3004 -30.0024 0.02
O 3.5618 12.8959 -31.7421 -0.04
H 4.3661 12.3846 -31.6529 0.00
H 3.0402 12.6584 -30.9755 0.05
O 7.4728 10.6017 -26.2556 -0.06
H 8.3437 10.3062 -26.5209 0.02
H 7.2844 11.3418 -26.8327 -0.04
O 5.0973 17.9519 -33.8326 -0.06
H 5.5105 17.3148 -33.2498 -0.05
H 4.2649 18.1604 -33.4085 0.03
O 11.1974 15.2725 -33.6028 -0.02
H 10.6046 14.5729 -33.8775 0.07
H 12.0438 14.8398 -33.4912 0.07
O 8.4896 15.8002 -29.4591 -0.04
H 9.3497 15.8926 -29.8690 0.01
H 8.0769 15.0750 -29.9281 0.00
O 9.8654 13.4789 -28.4069 -0.04
H 9.5398 14.3756 -28.3293 0.02
H 10.8184 13.5679 -28.3964 0.03
O 6.1385 14.8391 -34.2842 -0.05
H 6.6629 14.4829 -33.5670 0.00
H 5.6970 15.5987 -33.9045 -0.01
O 12.3807 18.3367 -30.6265 -0.04
H 12.6437 19.1614 -31.0351 0.08
H 12.2878 18.5480 -29.6976 0.00
O 10.0122 20.7303 -27.7359 -0.03
H 9.9897 21.6621 -27.5183 0.05
H 9.1922 20.5733 -28.2041 0.00
O 10.0725 12.4871 -25.4480 -0.04
H 9.7284 13.3804 -25.4513 -0.02
H 10.4503 12.3722 -26.3199 0.01
O 4.9719 13.1006 -26.2666 -0.04
H 5.5982 13.8053 -26.1009 0.01
H 4.5037 12.9960 -25.4383 0.07
O 9.2960 19.5539 -31.7017 -0.03
H 8.5196 19.4831 -32.2570 0.05
H 9.8652 18.8416 -31.9931 -0.01
```

HOMO-LUMO gap = 8.83 eV
ΔE to the lowest compared entry with this formula, charge and spin = 61.91 kcal per mole
HOMO = -9.322 eV
lowest unoccupied orbital energy = -0.49 eV
net charge = 0
multiplicity = 1
total energy = -68643.5021 eV

---

# 2
Formula: C13H15BrClNO3
Source: the Open Molecules 2025 dataset
Level of theory: wB97M-V/def2-TZVPD

Structure (XYZ):
```
34
Properties=species:S:1:pos:R:3:nbo_charge:R:1
C -4.8380 -0.4979 -0.9458 -0.61
C -4.0828 0.2813 -2.0164 -0.39
C -2.5777 0.3521 -1.7604 -0.40
H -2.1821 -0.6589 -1.6306 0.19
H -2.0891 0.7945 -2.6315 0.21
C -2.2243 1.1954 -0.5346 -0.23
N -0.7924 1.3178 -0.3791 -0.62
C -0.1301 2.4645 -0.5899 0.65
O -0.6484 3.5289 -0.8438 -0.63
C 1.3975 2.3568 -0.4656 -0.18
H 1.8406 2.6428 -1.4231 0.22
H 1.7294 3.0572 0.3085 0.24
O 1.8519 1.0447 -0.1585 -0.51
C 2.3490 0.8290 1.0617 0.78
O 2.4656 1.6746 1.9098 -0.57
C 2.8001 -0.5810 1.2667 -0.12
C 3.7856 -0.7573 2.2370 -0.19
C 4.2839 -2.0158 2.5088 -0.09
C 3.8071 -3.1293 1.8325 -0.20
C 2.8171 -2.9671 0.8837 -0.22
C 2.3134 -1.7043 0.5959 -0.02
Cl 1.0629 -1.6073 -0.5805 0.03
H 2.4268 -3.8251 0.3590 0.24
H 4.2003 -4.1101 2.0497 0.24
Br 5.6341 -2.2260 3.8225 0.08
H 4.1429 0.1138 2.7657 0.26
H -0.2663 0.4632 -0.2650 0.41
H -2.6366 0.7461 0.3731 0.19
H -2.6171 2.2083 -0.6452 0.23
H -4.2449 -0.2007 -2.9830 0.20
H -4.4830 1.2948 -2.0807 0.20
H -5.8847 -0.5972 -1.2232 0.21
H -4.4189 -1.4956 -0.8329 0.20
H -4.7917 0.0080 0.0149 0.20
```

HOMO-LUMO gap = 9.38 eV
ΔE to the lowest compared entry with this formula, charge and spin = 1.02 kcal per mole
HOMO = -9.510 eV
lowest unoccupied orbital energy = -0.13 eV
net charge = 0
multiplicity = 1
total energy = -103922.8887 eV

---

# 3
Formula: C5H6O
Source: the Open Molecules 2025 dataset
Level of theory: wB97M-V/def2-TZVPD

Structure (XYZ):
```
12
Properties=species:S:1:pos:R:3:nbo_charge:R:1
C 0.2812 1.2662 -0.0856 -0.47
C 0.2812 -0.0161 -0.8499 -0.27
C 0.5022 -1.0732 0.2262 0.07
O 0.6528 -0.4571 1.4667 -0.51
C -0.2459 0.6010 1.2129 0.09
C -0.8851 -0.6949 -0.1748 -0.28
H -0.4300 2.0079 -0.4556 0.22
H 1.2548 1.7359 0.0840 0.22
H 0.5926 -0.1825 -1.8777 0.22
H 1.0221 -2.0130 0.0742 0.21
H -1.3264 0.0973 0.9903 0.26
H -1.6995 -1.2713 -0.6107 0.24
```

HOMO-LUMO gap (alpha / beta) = 8.68 / 8.68 eV
ΔE to the lowest compared entry with this formula, charge and spin = 136.07 kcal per mole
HOMO (alpha / beta) = -8.161 / -8.161 eV
lowest unoccupied orbital energy (alpha / beta) = 0.51 / 0.51 eV
net charge = 0
multiplicity = 1
total energy = -7323.3839 eV

---

# 4
Formula: C5H14O
Source: the Open Molecules 2025 dataset
Level of theory: wB97M-V/def2-TZVPD

Structure (XYZ):
```
20
Properties=species:S:1:pos:R:3:nbo_charge:R:1
C -1.0578 0.5320 -0.0507 0.08
C -0.8323 -0.6240 -1.0294 -0.65
C -2.0400 1.5669 -0.7429 -0.65
O -1.7686 0.1512 1.0909 -0.72
H -0.2489 1.0805 0.3430 0.18
H -1.6783 -1.1697 -1.2416 0.21
H -1.7760 2.6422 -0.6198 0.21
H -2.2583 1.4492 -1.8751 0.20
H -3.0626 1.4267 -0.3169 0.22
H -2.0786 -0.7705 0.9680 0.46
H -0.0249 -1.3005 -0.5845 0.21
H -0.1836 -0.1945 -1.8834 0.23
C 2.4143 -1.3432 0.3858 -0.61
C 3.0649 -0.0801 0.4447 -0.62
H 3.0164 -2.2378 0.4101 0.21
H 1.6244 -1.5759 1.1639 0.20
H 1.7677 -1.5790 -0.5490 0.19
H 3.7061 -0.0882 1.3099 0.21
H 3.6135 -0.0464 -0.5555 0.21
H 2.4375 0.8447 0.6596 0.21
```

HOMO-LUMO gap = 10.91 eV
ΔE to the lowest compared entry with this formula, charge and spin = 46.64 kcal per mole
HOMO = -9.923 eV
lowest unoccupied orbital energy = 0.99 eV
net charge = 0
multiplicity = 1
total energy = -7457.7628 eV

---

# 5
Formula: C2H4N2O2
Source: the Open Molecules 2025 dataset
Level of theory: wB97M-V/def2-TZVPD

Structure (XYZ):
```
10
Properties=species:S:1:pos:R:3:nbo_charge:R:1
C -0.4169 -0.8010 0.0561 0.00
C -1.2756 0.3390 -0.5015 -0.09
H 2.4934 -0.7467 0.9190 0.49
H -0.9701 -1.7706 0.3559 0.22
H -2.3843 0.0701 -0.4505 0.20
H 0.6834 1.1727 0.1496 0.46
N 0.8317 -0.4693 0.1060 -0.16
N -0.9705 1.5862 -0.7673 -0.05
O 1.6572 -1.4037 0.6396 -0.52
O 0.3515 2.0232 -0.5069 -0.55
```

HOMO-LUMO gap = 9.40 eV
ΔE to the lowest compared entry with this formula, charge and spin = 146.02 kcal per mole
HOMO = -9.435 eV
lowest unoccupied orbital energy = -0.03 eV
net charge = 0
multiplicity = 1
total energy = -9208.8909 eV